Molecular formula: C22H22N4O3S3
Method: DFT, ωB97M-V/def2-TZVPD

- HOMO level: -7.82 eV
- ΔE to the lowest compared entry with this formula, charge and spin: 41.21 kJ/mol
- SMILES string: CCN(CC)C(=O)CSc1nc2c(sc(=S)n2-c2ccccc2)c(=O)n1Cc1ccco1
- Orbital gap: 0.2953 hartree
- F_max: 1.68 eV/Å

Geometry (Å):
C (2.319, -1.057, -1.590)
C (1.742, -2.262, -0.851)
N (0.307, -2.181, -0.686)
C (-0.504, -2.325, -1.889)
C (-1.112, -0.997, -2.325)
C (-0.369, -2.071, 0.474)
O (-1.577, -2.181, 0.534)
C (0.399, -1.880, 1.782)
S (1.654, -0.569, 1.854)
C (0.740, 0.812, 1.312)
N (-0.514, 0.624, 1.042)
C (-1.200, 1.692, 0.598)
C (-0.612, 2.920, 0.369)
S (-1.771, 4.053, -0.266)
C (-3.041, 2.823, -0.175)
S (-4.598, 3.093, -0.577)
N (-2.528, 1.646, 0.302)
C (-3.328, 0.499, 0.563)
C (-4.103, -0.057, -0.443)
C (-4.865, -1.177, -0.166)
C (-4.852, -1.735, 1.099)
C (-4.077, -1.172, 2.098)
C (-3.314, -0.051, 1.835)
C (0.762, 3.158, 0.673)
O (1.389, 4.185, 0.547)
N (1.391, 1.995, 1.205)
C (2.780, 2.144, 1.620)
C (3.742, 1.692, 0.571)
C (4.012, 2.187, -0.671)
C (5.027, 1.359, -1.209)
C (5.294, 0.428, -0.254)
O (4.519, 0.618, 0.825)
H (2.057, -0.133, -1.081)
H (3.403, -1.133, -1.625)
H (1.945, -1.008, -2.609)
H (1.967, -3.173, -1.419)
H (2.221, -2.354, 0.123)
H (0.125, -2.742, -2.677)
H (-1.314, -3.026, -1.667)
H (-1.748, -0.621, -1.529)
H (-0.342, -0.261, -2.541)
H (-1.718, -1.143, -3.216)
H (0.938, -2.792, 2.046)
H (-0.348, -1.669, 2.547)
H (-4.110, 0.384, -1.428)
H (-5.466, -1.616, -0.948)
H (-5.445, -2.612, 1.308)
H (-4.066, -1.606, 3.086)
H (-2.706, 0.398, 2.606)
H (2.947, 1.571, 2.535)
H (2.917, 3.215, 1.808)
H (3.551, 3.037, -1.130)
H (5.491, 1.452, -2.169)
H (5.991, -0.385, -0.219)

Molecular formula: C22H23AsF6N5O7S2Ta
Method: DFT, ωB97M-V/def2-TZVPD

- HOMO level (spin up / spin down): -11.94 / -11.93 eV
- Multiplicity: 2
- Net charge: +1
- ΔE to the lowest compared entry with this formula, charge and spin: 185.51 kJ/mol
- Orbital gap (spin up / spin down): 0.3125 / 0.2587 hartree
- F_max: 0.88 eV/Å

Geometry (Å):
Ta (1.570, 0.305, -0.041)
C (1.162, -3.529, 2.576)
C (2.023, -3.136, 1.418)
N (3.115, -2.524, 1.534)
N (3.790, -1.984, 2.480)
C (4.046, -0.671, 2.203)
N (4.453, 0.065, 3.206)
S (4.021, -0.047, 0.582)
C (1.594, -3.344, 0.010)
C (1.186, -4.589, -0.430)
C (0.824, -4.747, -1.758)
C (0.879, -3.643, -2.586)
C (1.270, -2.425, -2.054)
N (1.618, -2.252, -0.778)
H (1.313, -4.593, 2.782)
H (1.435, -2.965, 3.464)
H (0.109, -3.383, 2.342)
H (4.528, -0.326, 4.134)
H (4.584, 1.055, 3.063)
H (1.177, -5.424, 0.257)
H (0.512, -5.712, -2.134)
H (0.611, -3.704, -3.631)
H (1.291, -1.545, -2.678)
O (3.551, 1.254, -3.391)
C (2.574, 1.082, -2.733)
O (2.486, 0.160, -1.751)
C (1.283, 1.809, -2.919)
C (1.098, 2.682, -3.969)
C (-0.126, 3.318, -4.045)
C (-1.125, 3.016, -3.127)
C (-2.383, 3.762, -3.143)
C (-3.375, 3.479, -2.314)
C (-3.341, 2.283, -1.431)
C (-1.939, 1.743, -1.102)
C (-0.864, 2.060, -2.133)
N (0.351, 1.532, -2.009)
H (1.904, 2.863, -4.664)
H (-0.319, 4.056, -4.813)
H (-2.463, 4.582, -3.845)
H (-4.300, 4.041, -2.309)
H (-3.968, 1.516, -1.891)
H (-1.603, 2.202, -0.177)
C (-1.970, 0.867, 3.431)
C (-2.290, -0.619, 3.555)
C (-2.012, -1.173, 2.167)
O (-2.027, 0.012, 1.269)
C (-2.472, 1.188, 2.046)
H (-0.894, 1.045, 3.474)
H (-2.462, 1.475, 4.186)
H (-3.340, -0.757, 3.814)
H (-1.686, -1.122, 4.307)
H (-2.766, -1.870, 1.818)
H (-1.017, -1.591, 2.059)
H (-3.556, 1.250, 1.971)
H (-2.006, 2.067, 1.625)
F (1.105, -0.743, 1.479)
As (-2.195, -0.193, -0.725)
F (-3.947, 2.589, -0.211)
F (-3.898, -0.205, -0.518)
F (-2.187, -0.564, -2.411)
F (-2.120, -1.867, -0.373)
F (-0.280, -0.448, -0.630)
O (2.290, 2.259, -0.113)
S (1.512, 2.592, 1.182)
O (1.212, 3.958, 1.376)
O (2.174, 1.819, 2.219)
O (0.280, 1.710, 0.812)

Molecular formula: C22H23BCl2N8SZr
Method: DFT, ωB97M-V/def2-TZVPD

- HOMO level (spin up / spin down): -16.45 / -16.45 eV
- Multiplicity: 2
- Net charge: +3
- ΔE to the lowest compared entry with this formula, charge and spin: 0.00 kJ/mol
- Orbital gap (spin up / spin down): 0.2323 / 0.1580 hartree
- F_max: 1.04 eV/Å

Geometry (Å):
Zr (1.115, 0.035, -0.501)
C (0.410, 3.406, -1.977)
C (-0.597, 2.747, -1.105)
C (-1.899, 3.137, -0.827)
C (-2.396, 2.185, 0.039)
N (-1.451, 1.270, 0.308)
N (-0.327, 1.605, -0.430)
B (-1.479, -0.006, 1.208)
N (-0.239, -0.030, 2.146)
C (-0.155, -0.201, 3.472)
C (1.169, -0.215, 3.858)
C (1.903, -0.058, 2.694)
C (3.382, -0.012, 2.540)
N (1.048, 0.045, 1.642)
N (-1.479, -1.289, 0.333)
C (-2.314, -2.317, 0.138)
C (-1.741, -3.236, -0.721)
C (-0.507, -2.714, -1.062)
C (0.536, -3.289, -1.953)
N (-0.340, -1.523, -0.434)
N (-2.730, 0.144, 2.137)
C (-2.953, 1.251, 3.018)
C (-4.114, 1.019, 3.667)
C (-4.592, -0.220, 3.186)
C (-5.777, -1.000, 3.501)
N (-3.670, -0.717, 2.225)
H (0.447, 4.472, -1.755)
H (1.416, 3.005, -1.836)
H (0.137, 3.293, -3.027)
H (-2.416, 4.002, -1.207)
H (-3.379, 2.117, 0.478)
H (-1.038, -0.317, 4.081)
H (1.556, -0.325, 4.857)
H (3.847, -0.012, 3.522)
H (3.751, -0.882, 1.994)
H (3.704, 0.887, 2.013)
H (-3.269, -2.357, 0.632)
H (-2.167, -4.168, -1.051)
H (0.643, -4.354, -1.753)
H (0.253, -3.170, -3.000)
H (1.518, -2.830, -1.809)
H (-2.241, 2.060, 3.065)
H (-4.589, 1.643, 4.406)
H (-6.413, -0.520, 4.238)
H (-6.341, -1.195, 2.579)
H (-5.471, -1.994, 3.855)
Cl (1.154, 0.062, -3.092)
C (2.863, 0.058, -3.646)
C (3.074, 0.073, -5.003)
C (4.402, 0.067, -5.417)
C (5.432, 0.049, -4.491)
C (5.161, 0.035, -3.129)
Cl (6.466, 0.012, -2.009)
C (3.844, 0.040, -2.668)
S (3.509, 0.022, -0.929)
H (2.256, 0.087, -5.709)
H (4.630, 0.078, -6.474)
H (6.463, 0.044, -4.816)

Molecular formula: C22H23BCl3N10OV
Method: DFT, ωB97M-V/def2-TZVPD

- HOMO level (spin up / spin down): -16.85 / -16.85 eV
- Multiplicity: 2
- Net charge: +3
- ΔE to the lowest compared entry with this formula, charge and spin: 0.00 kJ/mol
- Orbital gap (spin up / spin down): 0.1745 / 0.2076 hartree
- F_max: 0.69 eV/Å

Geometry (Å):
V (0.211, 0.202, -0.490)
C (-3.298, -0.230, 1.690)
C (-2.683, 0.174, 0.546)
N (-1.315, 0.032, 0.659)
N (-1.107, -0.523, 1.898)
C (-2.257, -0.672, 2.526)
B (0.277, -1.104, 2.340)
N (0.671, -2.109, 1.206)
C (1.183, -3.333, 1.230)
C (1.489, -3.735, -0.073)
C (1.158, -2.661, -0.855)
N (0.648, -1.658, -0.085)
N (1.297, 0.052, 2.203)
C (2.302, 0.425, 2.984)
C (3.101, 1.341, 2.288)
C (2.505, 1.479, 1.066)
N (1.378, 0.698, 1.001)
N (0.203, -1.695, 3.686)
C (-0.311, -2.890, 4.125)
C (-0.469, -2.802, 5.476)
C (-0.054, -1.489, 5.802)
N (0.339, -0.827, 4.738)
H (-4.351, -0.222, 1.915)
H (-3.128, 0.572, -0.346)
H (-2.284, -1.088, 3.523)
H (1.331, -3.854, 2.163)
H (1.902, -4.680, -0.381)
H (1.256, -2.544, -1.921)
H (2.377, 0.030, 3.985)
H (3.992, 1.828, 2.644)
H (2.812, 2.072, 0.221)
H (-0.548, -3.698, 3.452)
H (-0.824, -3.570, 6.143)
H (-0.016, -1.018, 6.772)
O (0.629, 2.198, -0.855)
C (0.415, 3.088, -2.011)
C (-0.926, 3.776, -1.917)
C (-2.015, 2.797, -1.464)
C (-2.039, 1.555, -2.312)
C (-2.881, 1.469, -3.410)
C (-2.892, 0.334, -4.204)
C (-2.042, -0.717, -3.887)
C (-1.219, -0.572, -2.794)
N (-1.202, 0.529, -2.016)
H (0.649, 2.724, -0.042)
H (0.495, 2.432, -2.875)
H (1.248, 3.788, -2.030)
H (-1.142, 4.196, -2.901)
H (-0.891, 4.616, -1.222)
H (-2.991, 3.279, -1.492)
H (-1.834, 2.528, -0.424)
H (-3.538, 2.301, -3.628)
H (-3.557, 0.269, -5.056)
H (-2.019, -1.627, -4.469)
H (-0.541, -1.374, -2.524)
Cl (3.118, -0.802, -5.164)
C (3.741, -0.020, -3.714)
Cl (5.065, -0.922, -2.996)
Cl (4.171, 1.662, -4.010)
C (2.634, -0.009, -2.736)
N (1.776, 0.000, -1.977)

Molecular formula: C22H23BrF3N5O2S4V
Method: DFT, ωB97M-V/def2-TZVPD

- HOMO level (spin up / spin down): -13.72 / -13.72 eV
- Multiplicity: 2
- Net charge: +2
- ΔE to the lowest compared entry with this formula, charge and spin: 115.82 kJ/mol
- Orbital gap (spin up / spin down): 0.1974 / 0.2202 hartree
- F_max: 4.09 eV/Å

Geometry (Å):
V (-0.544, -0.524, -0.166)
C (-1.205, 0.893, 3.863)
C (-1.374, 2.388, 3.702)
S (-0.248, 3.107, 2.460)
C (1.330, 3.281, 3.370)
C (2.453, 2.460, 2.757)
S (2.225, 0.672, 3.077)
C (2.788, -0.072, 1.498)
C (2.520, -1.562, 1.416)
S (0.774, -2.086, 1.207)
C (0.136, -2.064, 2.933)
C (-1.340, -1.719, 2.987)
S (-1.726, -0.043, 2.365)
H (-1.860, 0.542, 4.660)
H (-0.169, 0.641, 4.090)
H (-1.200, 2.894, 4.653)
H (-2.376, 2.634, 3.350)
H (1.166, 3.024, 4.414)
H (1.595, 4.337, 3.300)
H (3.404, 2.750, 3.208)
H (2.496, 2.616, 1.679)
H (3.865, 0.096, 1.424)
H (2.282, 0.457, 0.688)
H (2.895, -2.090, 2.294)
H (3.011, -1.964, 0.526)
H (0.748, -1.359, 3.494)
H (0.288, -3.075, 3.321)
H (-1.700, -1.782, 4.017)
H (-1.923, -2.410, 2.373)
Br (-3.024, -0.946, -3.071)
C (-2.438, 0.787, -2.597)
C (-2.894, 1.868, -3.347)
C (-2.377, 3.122, -3.079)
C (-1.392, 3.251, -2.104)
C (-1.012, 2.114, -1.413)
N (-1.548, 0.906, -1.622)
C (0.142, 2.091, -0.439)
O (0.915, 3.001, -0.286)
O (0.225, 0.918, 0.097)
H (-3.626, 1.702, -4.124)
H (-2.719, 3.978, -3.637)
H (-0.921, 4.196, -1.888)
N (-1.877, -1.606, -0.195)
C (-2.950, -2.140, -0.127)
N (-4.064, -2.591, -0.070)
C (-4.968, -3.494, 0.070)
N (-5.794, -4.275, 0.225)
F (2.235, -3.539, -5.747)
C (2.543, -2.323, -5.317)
F (3.859, -2.285, -5.082)
F (2.287, -1.451, -6.296)
C (1.779, -1.938, -4.063)
C (0.935, -2.813, -3.391)
C (0.288, -2.366, -2.249)
N (0.454, -1.137, -1.751)
C (1.279, -0.307, -2.398)
C (1.949, -0.655, -3.554)
H (0.782, -3.820, -3.749)
H (-0.386, -3.027, -1.718)
H (1.419, 0.686, -1.990)
H (2.591, 0.054, -4.053)

Molecular formula: C22H23BrFN2O2
Method: DFT, ωB97M-V/def2-TZVPD

- HOMO level: -11.11 eV
- Net charge: +1
- ΔE to the lowest compared entry with this formula, charge and spin: 12.14 kJ/mol
- SMILES string: CCOc1cc(C[NH2+]Cc2ccncc2)cc(Br)c1OCc1ccccc1F
- Orbital gap: 0.2968 hartree
- F_max: 0.83 eV/Å

Geometry (Å):
C (-2.964, -0.295, 4.244)
C (-2.744, 0.029, 2.776)
O (-1.546, -0.611, 2.361)
C (-1.051, -0.381, 1.127)
C (-1.710, 0.381, 0.167)
C (-1.161, 0.614, -1.089)
C (-1.893, 1.403, -2.135)
N (-2.317, 0.477, -3.235)
C (-2.746, 1.165, -4.486)
C (-1.561, 1.842, -5.128)
C (-1.515, 3.220, -5.295)
C (-0.386, 3.775, -5.886)
N (0.646, 3.057, -6.282)
C (0.606, 1.748, -6.127)
C (-0.473, 1.086, -5.557)
C (0.072, 0.068, -1.410)
C (0.722, -0.712, -0.473)
Br (2.397, -1.492, -0.903)
C (0.197, -0.968, 0.798)
O (0.962, -1.771, 1.548)
C (0.670, -2.112, 2.889)
C (0.822, -0.970, 3.860)
C (1.510, 0.194, 3.555)
C (1.631, 1.209, 4.490)
C (1.076, 1.069, 5.750)
C (0.392, -0.089, 6.081)
C (0.275, -1.086, 5.133)
F (-0.403, -2.212, 5.444)
H (-2.962, -1.370, 4.396)
H (-3.921, 0.107, 4.565)
H (-2.175, 0.144, 4.847)
H (-2.654, 1.114, 2.637)
H (-3.586, -0.343, 2.175)
H (-2.667, 0.817, 0.404)
H (-2.776, 1.895, -1.727)
H (-1.237, 2.155, -2.581)
H (-3.060, -0.138, -2.884)
H (-1.501, -0.114, -3.452)
H (-3.165, 0.419, -5.167)
H (-3.522, 1.893, -4.240)
H (-2.337, 3.846, -4.985)
H (-0.308, 4.841, -6.043)
H (1.473, 1.204, -6.474)
H (-0.465, 0.008, -5.478)
H (0.550, 0.255, -2.360)
H (1.407, -2.889, 3.124)
H (-0.329, -2.550, 2.976)
H (1.962, 0.306, 2.581)
H (2.170, 2.108, 4.235)
H (1.177, 1.857, 6.480)
H (-0.046, -0.230, 7.056)

Molecular formula: C22H23BrFN5PtS
Method: DFT, ωB97M-V/def2-TZVPD

- HOMO level (spin up / spin down): -6.22 / -7.64 eV
- Multiplicity: 3
- Orbital gap (spin up / spin down): 0.2291 / 0.2280 hartree
- F_max: 0.55 eV/Å

Geometry (Å):
Pt (0.985, 0.706, 0.099)
C (1.339, -1.736, -5.278)
C (2.563, -1.960, -4.396)
N (2.869, -0.819, -3.546)
C (2.208, -0.565, -2.392)
S (2.488, 0.926, -1.588)
N (1.387, -1.515, -1.940)
N (0.783, -1.252, -0.801)
C (-0.085, -2.314, -0.407)
C (-0.843, -3.003, -1.490)
C (-0.113, -2.722, 0.941)
C (-1.073, -3.653, 1.429)
C (-1.028, -4.055, 2.741)
C (-0.028, -3.558, 3.574)
C (0.876, -2.652, 3.025)
N (0.843, -2.222, 1.778)
H (1.009, -2.677, -5.719)
H (1.553, -1.038, -6.088)
H (0.519, -1.333, -4.683)
H (3.448, -2.155, -5.003)
H (2.407, -2.818, -3.747)
H (3.291, -0.014, -3.979)
H (-1.132, -2.299, -2.269)
H (-1.734, -3.504, -1.123)
H (-0.200, -3.753, -1.962)
H (-1.842, -4.040, 0.777)
H (-1.759, -4.759, 3.120)
H (0.045, -3.847, 4.613)
H (1.673, -2.249, 3.644)
Br (0.161, 0.532, 5.742)
C (-0.642, 0.635, 4.040)
C (-2.016, 0.749, 3.909)
C (-2.541, 0.794, 2.630)
C (-1.684, 0.731, 1.544)
N (-0.363, 0.634, 1.686)
C (0.159, 0.581, 2.917)
H (-2.651, 0.794, 4.783)
H (-3.606, 0.880, 2.469)
H (-2.052, 0.760, 0.528)
H (1.232, 0.485, 2.985)
F (-2.891, 5.809, -1.374)
C (-1.876, 5.058, -0.883)
C (-1.894, 4.695, 0.446)
C (-0.845, 3.926, 0.934)
C (0.210, 3.516, 0.118)
C (1.316, 2.670, 0.666)
C (0.187, 3.919, -1.219)
C (-0.849, 4.685, -1.728)
H (-2.704, 5.025, 1.082)
H (-0.843, 3.644, 1.982)
H (1.332, 2.761, 1.756)
H (2.289, 2.997, 0.297)
H (0.995, 3.613, -1.873)
H (-0.873, 4.989, -2.766)

Molecular formula: C22H23Cl5IrN2O5S2
Method: DFT, ωB97M-V/def2-TZVPD

- HOMO level: -10.75 eV
- Net charge: +1
- ΔE to the lowest compared entry with this formula, charge and spin: 70.53 kJ/mol
- Orbital gap: 0.2806 hartree
- F_max: 1.13 eV/Å

Geometry (Å):
Ir (-0.226, 0.695, 0.444)
C (-1.758, -2.143, 1.767)
O (-1.246, -0.852, 2.106)
C (-2.037, -0.152, 3.045)
C (-1.218, 1.030, 3.497)
O (-0.848, 1.859, 2.392)
C (-1.675, 2.979, 2.091)
C (-2.650, 2.576, 1.013)
O (-1.848, 2.038, -0.043)
C (-2.619, 1.784, -1.236)
H (-1.912, -2.729, 2.675)
H (-2.700, -2.056, 1.220)
H (-1.014, -2.628, 1.143)
H (-2.993, 0.140, 2.597)
H (-2.249, -0.786, 3.913)
H (-1.757, 1.624, 4.236)
H (-0.282, 0.681, 3.934)
H (-2.174, 3.349, 2.987)
H (-1.008, 3.754, 1.712)
H (-3.361, 1.817, 1.352)
H (-3.207, 3.440, 0.645)
H (-3.072, 2.724, -1.548)
H (-1.936, 1.418, -1.995)
H (-3.388, 1.038, -1.028)
O (1.188, -3.977, -1.984)
C (-0.021, -3.670, -2.475)
C (-0.557, -4.542, -3.425)
C (-1.794, -4.296, -3.975)
C (-2.536, -3.174, -3.600)
C (-2.015, -2.307, -2.670)
C (-0.758, -2.533, -2.090)
C (-0.249, -1.578, -1.109)
O (-0.991, -0.508, -0.883)
N (0.856, -1.776, -0.476)
N (1.177, -0.741, 0.427)
C (2.382, -0.867, 0.883)
S (3.372, -2.216, 0.401)
C (4.862, -1.610, 1.234)
C (4.427, -0.889, 2.491)
S (3.070, 0.225, 2.035)
H (1.441, -3.304, -1.321)
H (0.028, -5.406, -3.709)
H (-2.193, -4.985, -4.708)
H (-3.506, -2.988, -4.038)
H (-2.571, -1.428, -2.373)
H (5.403, -0.946, 0.561)
H (5.482, -2.476, 1.460)
H (5.223, -0.268, 2.901)
H (4.079, -1.582, 3.255)
Cl (0.469, 0.897, -2.877)
C (1.146, 2.117, -1.856)
C (0.965, 2.076, -0.463)
C (1.646, 3.070, 0.255)
Cl (1.573, 3.157, 1.984)
C (2.413, 4.061, -0.367)
Cl (3.205, 5.267, 0.564)
C (2.535, 4.085, -1.749)
Cl (3.455, 5.306, -2.521)
C (1.902, 3.099, -2.498)
Cl (2.066, 3.108, -4.205)